23
Properties=species:S:1:pos:R:3 method="wB97M-V/def2-TZVPD" charge=+1 orbital_gap_ev=8.1770 smiles="CCC1=C(F)C(F)=CC[N@H+]1C" homo_energy_ev=-12.63 e_lumo_ev=-4.5 total_energy_ha=-566.150922
C 0.38447 -1.62533 -2.20658
C -0.90624 -0.92539 -1.56721
C -0.33473 -0.01949 -0.52178
C 0.42549 1.24479 -0.86647
F 0.50668 1.68493 -2.07458
C 1.05374 1.89945 0.20384
F 1.47284 3.16940 0.01334
C 1.24847 1.26236 1.35052
C 0.95503 -0.14201 1.62105
N -0.38173 -0.33148 0.83731
C -1.58539 0.30051 1.59272
H 1.35277 -1.23856 -1.67989
H 0.45623 -1.14324 -3.14719
H 0.22440 -2.70609 -2.21039
H -1.59295 -1.68856 -1.14485
H -1.43332 -0.44063 -2.35725
H 1.81263 1.81456 2.08077
H 1.59822 -0.84455 1.08242
H 0.88176 -0.25619 2.74291
H -0.64784 -1.28319 1.02653
H -1.31638 1.34279 1.72636
H -2.43647 0.15534 0.89933
H -1.73768 -0.22941 2.59913

31
Properties=species:S:1:pos:R:3 method="wB97M-V/def2-TZVPD" charge=-1 orbital_gap_ev=6.9378 homo_energy_ev=-4.77 e_lumo_ev=2.2 total_energy_ha=-1236.356570
Rb 0.37094 2.14357 1.40926
C 1.59532 -1.35118 2.28404
O 0.16286 -0.97066 2.22840
O 2.27284 -0.34077 2.65204
C 1.73185 -2.57866 3.18497
F 3.01426 -2.99714 3.24820
F 1.32829 -2.37083 4.45160
F 1.02120 -3.64181 2.72796
C -0.78660 -1.76247 1.55928
C -1.98429 -0.86621 1.24940
H -1.61221 0.16074 1.22819
H -2.41075 -1.06609 0.26844
H -2.74008 -0.87974 2.03362
H -1.09293 -2.60743 2.18373
H -0.35057 -2.14513 0.62785
H 1.82722 -1.70322 1.23635
C -1.13074 2.65634 -1.81070
O -0.22793 1.59422 -1.37923
O -1.46636 3.39462 -0.80910
C -0.40787 3.46010 -2.92391
F 0.87519 3.78404 -2.60285
F -0.34828 2.80062 -4.10021
F -1.04742 4.61009 -3.18436
C -0.08005 0.47812 -2.23133
C 0.87146 -0.50886 -1.55233
H 0.65785 -1.55856 -1.75143
H 1.90491 -0.30349 -1.83455
H 0.80286 -0.38598 -0.46759
H 0.32603 0.75900 -3.20403
H -1.06735 0.02269 -2.39906
H -2.00966 2.17410 -2.32262

22
Properties=species:S:1:pos:R:3 method="wB97M-V/def2-TZVPD" orbital_gap_ev=9.9990 homo_energy_ev=-9.02 e_lumo_ev=1.0 total_energy_ha=-466.448392
C 0.39268 -2.21416 -1.29812
C -0.16983 -1.15807 -1.28139
C -4.52104 -0.49788 1.28800
C 1.79534 0.00437 1.69075
C -1.01522 -0.02879 -1.27966
C 1.47264 0.94412 0.50544
C 0.01820 1.35495 0.63623
C -0.95927 1.05237 -0.19278
N -3.64654 -1.14971 0.89829
F -2.10520 1.68035 -0.09495
H 0.53040 -3.23908 -1.33594
H -5.15291 0.31221 1.57082
H 3.50496 -0.08649 -2.71675
H 1.42887 0.30483 2.57103
H 2.84708 -0.16324 1.78581
H 1.23359 -0.96004 1.48228
H -2.11470 -0.27987 -1.05743
H -0.85330 0.44752 -2.20660
H 2.21327 1.79172 0.59419
H 1.55515 0.40819 -0.52618
H 3.78689 -0.74296 -2.25341
H -0.24106 2.21966 1.22038

24
Properties=species:S:1:pos:R:3 method="wB97M-V/def2-TZVPD" orbital_gap_ev=7.2206 smiles="CC/C(=C/O)[C@@]1(CC)C(=O)N1I" homo_energy_ev=-8.04 e_lumo_ev=-0.8 total_energy_ha=-814.796623
C -0.15675 1.95295 -1.62106
C 0.53299 1.10161 -0.56087
C -0.07675 1.12796 0.82411
C 0.60864 1.63193 1.82553
O 0.28233 1.56455 3.12099
C -1.33978 0.50611 1.17277
C -2.22336 -0.24654 0.20403
C -2.66612 -1.67866 0.61452
C -1.47787 0.12456 2.69794
O -1.02252 -0.58715 3.54029
N -2.02743 1.21414 2.24536
I -3.63654 2.39314 1.66099
H 0.55219 1.97347 -2.45401
H -0.29588 2.98684 -1.24636
H -1.12680 1.49887 -1.86670
H 1.48297 1.66450 -0.44916
H 0.57082 0.07784 -0.98103
H 1.56868 1.89209 1.49058
H 1.16371 1.76833 3.54234
H -3.23849 0.28597 0.15037
H -1.82459 -0.16318 -0.82805
H -1.62457 -2.08415 0.54311
H -3.45873 -2.02284 -0.07018
H -3.11305 -1.62110 1.56695

22
Properties=species:S:1:pos:R:3 method="wB97M-V/def2-TZVPD" orbital_gap_ev=12.3271 smiles=CC(C)C[C@H](C#N)CC#N homo_energy_ev=-11.66 e_lumo_ev=0.7 total_energy_ha=-421.522043
C 0.58668 1.81421 -0.49953
C -0.73250 1.26094 0.06473
C -1.68599 0.88222 -1.07759
C -0.55156 0.10647 1.05385
C -0.01407 -1.21469 0.46158
C -0.55231 -2.32899 1.25551
N -0.98560 -3.18430 1.88915
C 1.54850 -1.32848 0.45389
C 2.07459 -1.28748 -0.91206
N 2.47543 -1.20056 -1.98560
H 1.02022 2.56573 0.16034
H 0.39701 2.30390 -1.45470
H 1.32874 1.04193 -0.67737
H -1.20599 2.07470 0.61764
H -1.16780 0.25133 -1.80183
H -2.03020 1.77617 -1.59214
H -2.54702 0.32465 -0.70578
H -1.52753 -0.10219 1.49526
H 0.08688 0.41493 1.88397
H -0.37378 -1.37079 -0.55311
H 2.00611 -0.52395 1.02463
H 1.85017 -2.27575 0.89916

22
Properties=species:S:1:pos:R:3 method="wB97M-V/def2-TZVPD" orbital_gap_ev=9.8947 smiles=C[C@H]1C[C@]1(C)n1cccn1 homo_energy_ev=-8.92 e_lumo_ev=1.0 total_energy_ha=-421.435921
C 2.16808 1.46244 -0.18111
C 0.90531 0.73323 -0.65228
C 0.71456 -0.60286 -1.17863
C 0.00081 -0.22664 0.22923
C 0.37689 -0.91053 1.49272
N -1.42039 0.00915 0.08534
C -2.29333 -1.00303 -0.20685
C -3.50465 -0.38682 -0.40352
C -3.24793 1.02552 -0.20612
N -1.94758 1.23194 0.00530
H 2.82634 0.70148 0.18720
H 2.04317 2.27833 0.53771
H 2.65762 1.90532 -0.92884
H 0.09346 1.55490 -0.97592
H 0.16148 -0.77878 -2.14956
H 1.64879 -1.30792 -1.03842
H 1.13016 -1.66883 1.51422
H -0.49639 -1.37020 1.98113
H 0.76116 -0.16231 2.07459
H -2.18205 -2.03566 0.00772
H -4.54270 -0.76196 -0.51051
H -3.83081 1.85932 -0.61180

22
Properties=species:S:1:pos:R:3 method="wB97M-V/def2-TZVPD" orbital_gap_ev=8.0436 homo_energy_ev=-8.79 e_lumo_ev=-0.7 total_energy_ha=-421.153649
C 2.93821 -0.34183 -0.11077
C 1.42678 -0.10701 -0.47708
C 0.66328 -1.26176 -0.50546
C -0.63697 -1.20874 -0.36893
C -1.43392 -0.06464 -0.13525
C -2.78412 -0.07050 -0.18876
C -0.64339 1.23734 -0.59954
C 0.80494 1.08550 -0.58959
H 1.67597 0.15977 2.24794
H 3.56791 1.47938 1.06509
H 3.43027 0.40423 -0.87512
H 3.15991 -1.47599 -0.38521
H 1.14978 -2.31067 -0.68138
H -1.53827 -1.96443 -0.08356
H -2.99713 -0.80913 -0.95018
H -3.02044 0.97932 -0.67687
H -2.89668 -0.75862 1.30294
H -2.93086 0.67678 1.50652
H -1.15598 2.13398 -0.86606
H 1.49616 2.10584 -0.95394
N 3.22231 0.10346 1.29283
N -3.49773 0.00772 1.03238

27
Properties=species:S:1:pos:R:3 method="wB97M-V/def2-TZVPD" charge=+2 orbital_gap_ev="7.1898 / 3.9486" spin_multiplicity=3 homo_energy_ev="-15.97 / -15.55" e_lumo_ev="-8.8 / -11.6" total_energy_ha=-2230.066677
O 3.08782 -3.23000 -1.84528
C 1.98259 -2.94990 -1.72819
Ni 0.22158 -2.50344 -1.54211
C -0.65601 -3.84051 -0.66055
C -0.52461 -2.27055 -3.19264
O -1.20684 -4.67974 -0.10733
O -0.99284 -2.12465 -4.22852
C -0.29630 -1.07592 2.31281
N -0.21578 0.22186 1.62678
C -0.32645 1.46857 2.39755
C -0.02441 0.27256 0.17023
O 0.07128 -0.80540 -0.49613
N 0.05620 1.57023 -0.51563
C -0.05456 2.81712 0.25502
C 0.24456 1.59668 -1.94874
H -0.43879 -0.94844 3.38791
H 0.62997 -1.62473 2.12133
H -1.13339 -1.63789 1.88932
H 0.63888 1.98192 2.41283
H -1.27032 1.96778 2.16165
H -0.46283 1.18498 3.45019
H 0.85831 3.36621 -0.01839
H -0.87356 3.35330 -0.24627
H -0.19089 3.10868 1.27439
H 1.17801 1.08317 -2.19381
H -0.58614 1.07003 -2.42597
H 0.28451 2.62808 -2.31045

26
Properties=species:S:1:pos:R:3 method="wB97M-V/def2-TZVPD" orbital_gap_ev="7.5871 / 7.6267" homo_energy_ev="-9.29 / -8.98" e_lumo_ev="-1.7 / -1.4" total_energy_ha=-1368.196463
C 0.23770 -1.33766 1.50212
C -0.51781 -1.06847 0.42015
C 1.71933 -0.26206 0.24745
C -5.07690 1.06248 0.06865
C -4.51427 -0.10697 0.59723
C 2.96543 1.34769 -1.21027
C 3.94943 -0.88908 -0.57132
C 3.06964 0.29113 -0.11355
N 1.50520 -0.87832 1.37011
N -5.84662 1.80135 0.78051
O -3.37470 -0.73702 -1.68889
O 3.63748 0.91495 1.02044
S 0.33340 -0.20120 -0.79225
S -3.29954 -0.98744 -0.26147
H -0.04898 -1.86626 2.38932
H -4.86136 1.24524 -0.99270
H -4.56613 -0.29925 1.65489
H 2.60194 0.90728 -2.13454
H 2.29207 2.14213 -0.90103
H 3.94975 1.77691 -1.37671
H 4.01534 -1.62699 0.22476
H 4.94552 -0.52369 -0.80044
H 3.52761 -1.35933 -1.45592
H -6.27480 2.57922 0.28989
H 3.48976 0.34577 1.78732
H -3.85850 -2.27043 -0.05376

24
Properties=species:S:1:pos:R:3 method="wB97M-V/def2-TZVPD" orbital_gap_ev=9.0840 homo_energy_ev=-8.55 e_lumo_ev=0.5 total_energy_ha=-894.850185
C 2.98197 -1.12811 0.45058
C -2.64119 -0.80047 -0.09329
C 4.10290 -0.59393 0.82145
C 0.53110 -1.28026 -0.72337
C -0.68647 -0.35442 1.05173
C -0.48029 -0.13439 -0.35709
C -1.36526 2.19289 0.09036
C -0.17214 1.38361 -0.58075
N -1.94643 -0.75836 1.20908
N -1.74837 -0.50641 -1.05689
O -3.80743 -1.13015 -0.32392
S 2.25953 -0.75854 -1.11513
H 4.43502 0.26420 0.13332
H 4.37256 -0.45030 1.84222
H 0.78342 -2.05056 0.12599
H 0.09359 -1.70668 -1.61206
H 2.58076 -1.92920 1.06453
H -2.32852 1.86069 -0.41749
H -1.12934 3.23210 -0.10288
H -1.71652 2.10232 1.13549
H 0.83158 1.59352 -0.19959
H -0.23003 1.63003 -1.68601
H -2.52750 -0.86455 2.02755
H -2.19294 0.18698 -1.68384